{
  "formula": "C6H24O6",
  "method": "ωB97M-V/def2-TZVPD",
  "species": ["C", "O", "H", "H", "H", "H", "C", "O", "H", "H", "H", "H", "C", "O", "H", "H", "H", "H", "C", "O", "H", "H", "H", "H", "C", "O", "H", "H", "H", "H", "C", "O", "H", "H", "H", "H"],
  "coordinates": [[0.752573, 1.452480, 0.734951], [0.945434, 0.197585, 0.015558], [-0.142125, 1.381240, 1.343620], [0.767456, 2.303947, 0.111463], [1.661035, 1.355014, 1.387562], [1.845597, 0.253440, -0.375259], [3.412812, 0.022861, -1.923600], [3.616692, -0.103122, -0.565592], [3.327134, -0.958089, -2.404447], [4.245315, 0.424941, -2.357967], [2.431084, 0.372156, -2.178364], [4.137840, -0.890024, -0.520596], [-2.314935, -1.153132, 0.528691], [-1.795973, -0.311580, -0.511730], [-2.046208, -2.185301, 0.399301], [-3.438014, -1.071373, 0.516235], [-1.773887, -0.851839, 1.456520], [-0.794071, -0.302048, -0.400259], [0.100274, -0.840304, -3.583478], [0.702148, -2.101599, -3.654859], [0.466165, -0.235309, -2.746630], [-0.957305, -0.978964, -3.525539], [0.252405, -0.201203, -4.411294], [0.917320, -2.318203, -2.754010], [-3.282122, 2.240347, 1.732251], [-2.726181, 2.420597, 0.445048], [-3.508277, 3.173515, 2.282602], [-2.560689, 1.632309, 2.300421], [-4.164995, 1.564520, 1.486056], [-2.276759, 1.624647, 0.178542], [0.286821, -0.895055, 3.125431], [0.471029, -1.700076, 2.005848], [-0.084539, -1.521264, 3.958068], [-0.400949, -0.092266, 3.002597], [1.186130, -0.579030, 3.615440], [0.741769, -1.129820, 1.287417]],
  "forces_ev_per_a": [[2.065, -2.377, 1.484], [-0.456, 0.618, -0.899], [-0.107, 0.070, -0.188], [-0.086, 0.877, -0.726], [-0.964, 1.335, 0.023], [-0.648, -0.424, 0.685], [-1.608, -2.439, -1.230], [-0.297, 0.307, 1.286], [0.182, -0.397, 0.108], [1.676, 1.976, -1.529], [-0.153, 1.340, -0.026], [0.494, -0.689, 0.945], [0.030, 0.920, 0.329], [1.364, -0.102, 0.203], [0.063, -0.625, -0.369], [1.247, 0.159, 0.363], [-1.235, -0.227, -0.165], [-1.600, -0.019, -0.407], [-0.444, 0.512, 0.960], [0.771, -0.095, -0.499], [-0.275, -0.276, 0.244], [-0.897, 0.200, 0.434], [0.638, 0.138, -1.468], [0.125, -0.479, 0.358], [-0.443, -2.157, -0.826], [0.277, 1.973, -0.120], [0.004, -0.475, -0.730], [-0.367, 0.251, 0.458], [0.401, 1.058, 1.372], [0.107, -0.799, -0.277], [-0.109, -1.586, 1.907], [-0.041, -0.458, 0.061], [-0.490, -0.027, -0.599], [-0.540, 0.824, -0.236], [1.034, 0.819, -0.353], [0.286, 0.275, -0.575]],
  "gap_ev": 10.067,
  "de_lowest_kj_mol": 441.9,
  "energy_ev": -18892.433,
  "total_charge": 0
}